DFT (wB97M-V/def2-TZVPD) results for a 2-piece molecular cluster, C5H14 overall.

Geometry (Å):
C (-0.5805, -0.3373, 1.1442)
C (0.5183, -0.6719, 2.1566)
C (1.0888, -2.0655, 1.8935)
H (-0.1657, 0.0087, 0.2008)
H (-1.1716, -1.2345, 0.9638)
H (-1.1715, 0.5169, 1.4551)
H (0.0953, -0.6317, 3.1633)
H (1.3246, 0.0590, 2.1505)
H (2.0780, -2.1764, 2.3489)
H (1.2213, -2.1693, 0.8155)
H (0.4631, -2.8620, 2.2917)
C (0.0912, 1.9688, -2.2686)
C (-1.0692, 0.9611, -2.3933)
H (1.0149, 1.4010, -2.1182)
H (0.2384, 2.6181, -3.1281)
H (0.0446, 2.5683, -1.3667)
H (-1.2956, 0.8855, -3.4547)
H (-1.9803, 1.1525, -1.8259)
H (-0.7441, 0.0086, -2.0284)

Computed properties:
structure (SMILES)	CCC.CC
charge	0

DFT (wB97M-V/def2-TZVPD) results for a 2-piece molecular cluster, C5H14 overall.

Geometry (Å):
C (1.1171, -0.2624, 2.3693)
C (0.0195, -0.1860, 1.3367)
C (-1.3480, -0.2883, 1.9658)
H (0.9053, 0.4044, 3.2075)
H (1.2407, -1.2825, 2.7476)
H (2.0850, 0.0022, 1.9446)
H (0.1453, -1.0093, 0.6211)
H (0.1045, 0.7211, 0.7380)
H (-1.5267, 0.5225, 2.6732)
H (-1.4594, -1.2048, 2.5417)
H (-2.1823, -0.2578, 1.2642)
C (-0.5987, 0.1897, -2.5887)
C (0.8581, 0.5450, -2.7884)
H (-0.7389, -0.4064, -1.6881)
H (-1.2816, 1.0380, -2.4345)
H (-1.0580, -0.3790, -3.4079)
H (1.0361, 1.1558, -3.6795)
H (1.2317, 1.0580, -1.8999)
H (1.4505, -0.3602, -2.9228)

Computed properties:
structure (SMILES)	CCC.CC
charge	0

DFT (wB97M-V/def2-TZVPD) results for a 2-piece molecular cluster, C5H14 overall.

Geometry (Å):
C (1.1205, -1.1153, -0.1763)
C (1.1840, -0.9076, 1.3971)
C (0.0533, -1.6177, 2.1249)
H (1.8015, -1.9186, -0.4360)
H (0.1055, -1.4743, -0.3137)
H (1.3715, -0.1424, -0.5762)
H (2.1463, -1.1665, 1.8351)
H (1.0367, 0.1689, 1.5203)
H (0.0804, -2.6990, 1.9771)
H (0.0853, -1.4158, 3.1963)
H (-0.9087, -1.2331, 1.7858)
C (-0.9691, 1.0656, -1.9822)
C (-1.0552, 2.3366, -1.1173)
H (-1.8491, 0.9480, -2.6063)
H (-0.0226, 1.0984, -2.5191)
H (-0.8719, 0.1625, -1.3858)
H (-1.8014, 2.1921, -0.3338)
H (-0.0952, 2.5573, -0.6631)
H (-1.4119, 3.1609, -1.7269)

Computed properties:
structure (SMILES)	CCC.CC
charge	0

Per-record HOMO-LUMO gap, eV: 12.503, 12.531, 12.358
Per-record energy, hartree: -198.87797, -198.88674, -198.87330
Per-record molecular weight, g mol⁻¹: 74.17, 74.17, 74.17